# 1
136
Properties=species:S:1:pos:R:3 method="wB97M-V/def2-TZVPD" total_energy_ev=-290006.79055 charge=-1 gap_ev=4.53 homo_ev=-5.05 max_force_ev_per_a=8.57
C 0.081 2.937 1.131
C 0.874 4.246 0.608
C 0.044 5.608 0.924
C -1.192 5.757 -0.123
O -2.175 6.586 0.533
C -3.187 7.105 -0.349
S -4.475 7.821 0.826
C -2.448 8.422 -0.998
C -3.416 9.542 -1.564
C -4.361 9.095 -2.797
F -5.577 8.475 -2.395
Br -3.374 8.092 -4.216
C -4.808 10.501 -3.516
F -5.018 11.545 -2.577
F -3.850 10.912 -4.507
Br -6.500 10.100 -4.528
O -3.630 6.359 -1.438
C -4.321 5.130 -1.331
Cl -4.373 4.359 0.368
C -5.894 5.444 -1.623
C -6.892 4.263 -1.211
C -8.324 4.528 -1.950
C -9.086 3.189 -2.341
O -8.578 2.072 -2.552
O -10.524 3.283 -2.520
C -11.165 2.390 -1.558
C -12.764 2.588 -1.793
C -3.687 4.095 -2.460
C -3.675 2.604 -1.902
C -3.362 1.431 -2.947
C -2.075 0.518 -2.531
C -2.296 -0.906 -3.280
S -0.820 -2.023 -3.173
O -0.015 -1.550 -1.979
O -1.327 -3.437 -2.985
Cl 0.314 -1.865 -4.913
N -2.426 4.707 -2.855
C -1.257 3.954 -3.110
F -0.217 4.935 -3.382
F -0.700 3.224 -2.014
F -1.242 3.172 -4.324
C -4.625 4.041 -3.791
O -5.661 3.278 -3.869
O -4.409 4.842 -4.900
H 0.611 1.960 0.837
H -0.998 2.884 0.735
H 0.001 2.926 2.275
H 1.829 4.296 1.252
H 1.212 4.169 -0.476
H 0.704 6.535 0.963
H -0.448 5.413 1.952
H -0.854 6.136 -1.143
H -1.647 4.697 -0.174
H -5.557 8.296 0.104
H -1.814 8.907 -0.165
H -1.729 8.007 -1.779
H -2.731 10.356 -2.024
H -4.020 10.119 -0.769
H -6.148 6.288 -0.869
H -6.083 5.922 -2.637
H -7.135 4.289 -0.086
H -6.581 3.217 -1.519
H -8.232 5.207 -2.859
H -8.991 5.080 -1.186
H -10.866 1.296 -1.672
H -10.832 2.750 -0.519
H -12.884 2.994 -2.862
H -13.259 1.569 -1.666
H -13.137 3.382 -1.065
H -4.662 2.283 -1.401
H -2.887 2.491 -1.061
H -3.239 1.742 -4.032
H -4.238 0.674 -2.949
H -2.012 0.385 -1.386
H -1.107 0.949 -2.964
H -2.424 -0.630 -4.396
H -3.270 -1.388 -2.944
H -2.462 5.480 -3.528
O 4.171 -1.012 0.784
P 4.971 -2.039 -0.043
N 3.692 -2.274 -1.148
C 3.102 -3.491 -1.655
C 3.609 -1.237 -2.174
N 5.006 -3.176 1.271
C 3.893 -4.080 1.539
C 5.381 -2.563 2.561
N 5.990 -3.163 -0.991
C 6.072 -4.606 -0.835
C 7.367 -2.636 -1.012
H 3.702 -3.948 -2.453
H 2.108 -3.292 -2.071
H 2.920 -4.232 -0.881
H 4.351 -1.406 -2.966
H 3.792 -0.247 -1.745
H 2.615 -1.195 -2.628
H 2.932 -3.558 1.578
H 4.034 -4.613 2.485
H 3.842 -4.879 0.800
H 4.537 -2.049 3.026
H 6.188 -1.839 2.418
H 5.760 -3.326 3.246
H 6.505 -4.910 0.124
H 6.705 -5.026 -1.626
H 5.110 -5.099 -0.961
H 7.845 -2.743 -0.030
H 7.360 -1.571 -1.269
H 7.983 -3.141 -1.761
O 5.780 -6.420 4.527
P 5.632 -7.953 4.459
N 5.104 -8.046 6.080
C 5.533 -8.906 7.159
C 3.687 -7.733 6.249
N 7.343 -8.178 4.250
C 8.264 -8.187 5.380
C 7.926 -7.286 3.228
N 5.415 -9.721 4.305
C 6.396 -10.749 4.613
C 4.874 -10.007 2.964
H 5.096 -9.910 7.096
H 5.238 -8.484 8.126
H 6.614 -8.994 7.228
H 3.058 -8.589 5.972
H 3.398 -6.884 5.621
H 3.456 -7.446 7.278
H 8.123 -7.326 6.041
H 9.306 -8.193 5.042
H 8.178 -9.106 5.958
H 8.104 -6.281 3.620
H 7.256 -7.204 2.367
H 8.868 -7.699 2.856
H 7.265 -10.727 3.947
H 5.935 -11.738 4.513
H 6.741 -10.707 5.645
H 5.635 -9.850 2.189
H 4.030 -9.342 2.747
H 4.498 -11.031 2.888

# 2
115
Properties=species:S:1:pos:R:3 method="wB97M-V/def2-TZVPD" smiles="CCCCCCCNC(=O)OCCCCl.C1CCOC1.C1CCOC1.C1CCOC1.C1CCOC1.C1CCOC1.C1CCOC1" total_energy_ev=-67820.99757 charge=0 gap_ev=10.09 homo_ev=-9.39 max_force_ev_per_a=0.73 relative_energy_kcal_mol=0.0
C 5.419 2.957 1.757
C 6.113 2.431 0.497
C 5.139 2.174 -0.672
C 5.605 2.667 -2.054
C 5.054 4.031 -2.499
C 5.204 5.182 -1.481
C 3.984 5.496 -0.620
N 2.848 6.010 -1.430
C 1.681 5.254 -1.196
O 0.859 5.493 -0.353
O 1.602 4.197 -2.029
C 0.626 3.188 -1.712
C 0.853 2.543 -0.337
C 1.266 1.084 -0.451
Cl 1.607 0.394 1.167
H 5.141 4.009 1.636
H 6.054 2.870 2.642
H 4.497 2.396 1.951
H 6.867 3.159 0.175
H 6.645 1.506 0.741
H 4.168 2.624 -0.432
H 4.946 1.097 -0.739
H 6.703 2.693 -2.082
H 5.299 1.931 -2.805
H 5.589 4.320 -3.412
H 4.006 3.907 -2.788
H 6.046 4.977 -0.810
H 5.451 6.105 -2.022
H 4.251 6.255 0.123
H 3.660 4.613 -0.059
H 3.085 5.902 -2.412
H 0.745 2.454 -2.512
H -0.383 3.597 -1.775
H 1.631 3.078 0.212
H -0.066 2.613 0.250
H 0.476 0.475 -0.893
H 2.174 0.977 -1.045
C -4.263 2.952 -3.067
C -4.149 1.437 -3.239
C -2.689 1.190 -2.883
O -2.338 2.189 -1.924
C -3.354 3.193 -1.870
H -5.282 3.293 -2.893
H -3.873 3.467 -3.948
H -4.792 0.920 -2.523
H -4.407 1.091 -4.239
H -2.035 1.292 -3.758
H -2.524 0.207 -2.438
H -3.897 3.072 -0.928
H -2.893 4.182 -1.872
C -4.643 -1.698 0.959
C -4.356 -0.293 1.483
C -4.734 0.546 0.273
O -5.797 -0.146 -0.387
C -5.912 -1.469 0.148
H -4.771 -2.437 1.748
H -3.830 -2.037 0.317
H -4.993 -0.056 2.338
H -3.318 -0.146 1.777
H -3.880 0.629 -0.408
H -5.074 1.551 0.528
H -6.810 -1.534 0.773
H -6.020 -2.166 -0.684
C 2.147 -0.046 -5.676
C 2.087 -1.291 -4.788
C 2.608 -0.759 -3.467
O 2.182 0.606 -3.407
C 1.736 1.044 -4.691
H 1.487 -0.090 -6.541
H 3.166 0.121 -6.031
H 1.058 -1.630 -4.660
H 2.676 -2.125 -5.168
H 3.703 -0.797 -3.415
H 2.193 -1.293 -2.613
H 0.645 1.149 -4.669
H 2.171 2.022 -4.903
C -0.638 -4.867 2.823
C -0.383 -3.451 3.337
C -0.813 -2.608 2.144
O -1.861 -3.341 1.502
C -1.918 -4.670 2.021
H -0.753 -5.604 3.617
H 0.177 -5.188 2.169
H -1.025 -3.249 4.197
H 0.652 -3.269 3.625
H 0.010 -2.462 1.437
H -1.197 -1.627 2.429
H -2.801 -4.769 2.662
H -2.016 -5.367 1.187
C -1.353 -3.178 8.502
C -2.840 -3.471 8.697
C -3.370 -3.309 7.278
O -2.308 -3.710 6.409
C -1.092 -3.823 7.148
H -0.718 -3.584 9.289
H -1.184 -2.100 8.448
H -2.982 -4.497 9.041
H -3.329 -2.803 9.404
H -3.632 -2.267 7.067
H -4.241 -3.932 7.071
H -0.839 -4.884 7.255
H -0.294 -3.334 6.588
C -1.833 -3.172 -1.270
C -0.998 -4.447 -1.153
C -0.015 -4.280 -2.307
O 0.195 -2.873 -2.446
C -0.773 -2.157 -1.675
H -2.343 -2.898 -0.347
H -2.580 -3.279 -2.060
H -0.466 -4.460 -0.200
H -1.583 -5.362 -1.231
H -0.428 -4.675 -3.241
H 0.947 -4.760 -2.125
H -0.283 -1.727 -0.793
H -1.162 -1.341 -2.286